--- A ---
The following is a DFT calculation (ωB97M-V/def2-TZVPD) of S2 as an isolated structure.

Output
LUMO level, eV: -4.58
Gap between HOMO and LUMO, eV: 5.39

Element x y z (Å)
1 S 0.00000 0.00000 -1.40709
2 S 0.00000 0.00000 1.40709

--- B ---
The following is a DFT calculation (ωB97M-V/def2-TZVPD) of a 2-piece molecular cluster, S2 overall.

Output
LUMO level, eV: -5.02
Gap between HOMO and LUMO, eV: 4.69

Element x y z (Å)
1 S 0.00000 0.00000 -1.59985
2 S 0.00000 0.00000 1.59985

Q: Which of them is the least stable? A: B.

--- A ---
The following is a DFT calculation (ωB97M-V/def2-TZVPD) of one molecule with the formula C23H34N2O4.

Output
LUMO level, eV: 0.80
SMILES string: CCOC(=O)C1(C[C@@H]2CCCCO2)CCN(C(=O)Nc2ccccc2CC)CC1
Gap between HOMO and LUMO, eV: 9.02

Element x y z (Å)
1 C 1.61721 -0.28589 1.58078
2 N -2.75799 -0.36618 0.77166
3 C -3.42783 -1.14327 -2.38324
4 H 6.86555 0.83834 0.55894
5 H 3.30043 -1.54917 0.01457
6 N -0.67937 0.56417 1.30075
7 H -3.59979 -2.11153 -2.84837
8 C 0.57303 -1.50764 -0.37423
9 H 7.14859 0.56345 -1.88114
10 C -4.36998 0.54123 -0.78661
11 C 2.86140 -0.75308 -0.58891
12 O 0.79876 -2.61677 0.32031
13 C 3.88747 0.37416 -0.73646
14 H 5.17380 2.38534 1.47569
15 H -5.51140 -0.80124 -1.97653
16 H -5.43944 3.74320 -1.12578
17 H 4.94932 -0.57751 -2.35943
18 H 7.08919 2.43779 -0.17076
19 H -3.29812 -1.21538 0.87467
20 H -1.45200 -3.35238 1.42719
21 O -1.51410 -1.19813 2.45960
22 C 6.42234 1.57707 -0.11121
23 C -4.88741 2.90390 -0.73056
24 H -1.18038 0.72483 -0.70646
25 H 0.20562 0.25356 3.13884
26 C -4.00682 3.07819 0.32193
27 H -4.64504 -1.58597 -0.65883
28 H 0.58464 -4.59873 0.47632
29 H -2.47170 -1.17322 -1.86780
30 C -1.39376 -3.71482 0.40299
31 H 1.59989 1.75812 -0.13196
32 C 6.20851 0.95479 -1.48870
33 H 2.58486 0.13720 1.84266
34 H -5.76376 1.50105 -2.08000
35 H 3.48294 1.16193 -1.39545
36 H -0.70125 2.24944 0.05759
37 H 4.64978 2.81226 -0.17676
38 H 0.12728 -3.92946 -1.12027
39 C 0.06137 -3.78846 -0.03545
40 O -0.20704 -1.43779 -1.29252
41 H -3.87266 4.05397 0.76494
42 H -3.36685 -0.39110 -3.16671
43 H -1.94067 -3.03452 -0.24431
44 C -0.48630 1.17416 0.00285
45 H 2.67969 -1.14586 -1.59294
46 C -5.06643 1.64073 -1.26597
47 O 4.16255 0.93931 0.53194
48 C -3.30686 1.99733 0.82215
49 H -2.64406 2.12210 1.66482
50 C 5.17537 -0.16447 -1.37577
51 H 5.84468 1.71832 -2.18138
52 H 5.57116 -0.96359 -0.74596
53 C -4.57008 -0.80663 -1.42237
54 C 0.49588 0.59759 2.14551
55 H 0.82027 1.64030 2.20970
56 H -1.84331 -4.70203 0.34092
57 H 1.54715 -1.28853 1.99998
58 C -3.46198 0.73055 0.26431
59 C 0.95496 0.95436 -0.48565
60 C -1.62992 -0.37132 1.57075
61 H 0.95751 0.95129 -1.57580
62 C 5.07141 2.01222 0.45413
63 C 1.50634 -0.37113 0.04960

--- B ---
The following is a DFT calculation (ωB97M-V/def2-TZVPD) of one molecule with the formula C23H34N2O4.

Output
LUMO level, eV: 0.67
SMILES string: CCOCCCN1C(=O)CN(C2CCCCCC2)C(=O)[C@H]1c1ccc(OC)cc1
Gap between HOMO and LUMO, eV: 9.27

Element x y z (Å)
1 H -3.00026 -1.15080 0.57314
2 C -0.90890 1.77147 1.25131
3 H 5.88898 0.16024 1.67686
4 H 3.77398 0.77826 -1.75873
5 C 3.76295 1.03788 -0.69723
6 N 1.96710 -0.46184 0.02201
7 H -3.06476 -1.80401 -1.07188
8 H 4.45965 -1.35908 -1.35234
9 O 0.19902 -2.72320 -1.99772
10 H 0.94776 0.13278 -1.71637
11 H 6.12733 -2.32662 -0.02060
12 C -1.48712 0.86771 -0.88433
13 H 2.16782 -1.13748 -1.93399
14 H -1.41896 3.80449 1.60562
15 C -5.84739 -1.52480 0.76181
16 C -2.92152 -2.06253 -0.02196
17 H 5.03831 2.05582 0.69924
18 C 0.31246 -1.84309 -1.16946
19 H 7.20557 1.26904 -0.29415
20 C 5.49402 -1.61879 0.51897
21 H 2.98837 1.79506 -0.54800
22 H -1.51710 0.04790 -1.58623
23 C -2.60296 5.43508 0.02486
24 H -3.88785 -3.99063 -0.13235
25 C -5.73840 -0.20102 0.00570
26 C 5.10928 1.64570 -0.31067
27 C 6.29052 0.67595 -0.36232
28 H -6.15685 -0.31915 -0.99003
29 H -1.58989 5.75663 0.28702
30 C -1.44915 2.99397 0.89518
31 H -0.46023 1.65102 2.22611
32 H 6.31239 0.15764 -1.32168
33 C 6.28481 -0.33392 0.78781
34 H -6.30068 0.56408 0.53503
35 C -1.53379 -2.67151 0.17388
36 H -2.48240 2.21802 -2.21741
37 C -2.03473 2.08063 -1.24607
38 H -3.09382 6.22259 -0.54457
39 C -4.02422 -3.04124 0.39290
40 H -3.17217 5.24255 0.93991
41 C 1.39080 -0.76656 -1.26583
42 H 5.24731 -2.07220 1.48097
43 C -0.92105 0.69592 0.37378
44 C 4.20988 -1.43190 -0.29202
45 H -1.38356 -3.50198 -0.51950
46 N -0.47700 -1.71562 -0.08639
47 H 7.31320 -0.62076 1.01812
48 C -0.30238 -0.61384 0.82856
49 H 3.59452 -2.32551 -0.16328
50 H -3.96034 -3.22911 1.47702
51 O -5.32167 -2.62818 0.04811
52 C 1.18595 -0.34960 1.10574
53 H -1.42945 -3.04106 1.20044
54 H -5.36835 -1.44491 1.74648
55 H -0.74715 -0.89539 1.79025
56 O -2.58603 4.30971 -0.81984
57 H -6.90786 -1.75549 0.91456
58 H -4.70775 0.12956 -0.09011
59 H 5.30740 2.47946 -0.98880
60 C 3.39822 -0.20085 0.12648
61 H 3.55877 0.00507 1.18901
62 O 1.58140 -0.05347 2.21613
63 C -2.02194 3.16004 -0.36201

Q: Which of them is the least stable? A: B.

--- A ---
The following is a DFT calculation (ωB97M-V/def2-TZVPD) of an isolated ion of composition C3H9N2O and charge +1.

Output
LUMO level, eV: -3.43
Net charge: +1
SMILES string: C[C@@H](O)/[NH+]=C/N
Gap between HOMO and LUMO, eV: 12.01

Element x y z (Å)
1 H -0.27647 -0.24141 -1.17560
2 N -2.82725 -0.07467 -0.04635
3 H -3.43891 -0.26567 0.76251
4 N -0.47498 0.15684 -0.29327
5 H 1.94517 -1.26118 -0.72009
6 H 1.79470 0.88032 -1.47432
7 C 1.84335 -0.79727 0.28734
8 H 1.39304 -1.43592 1.01084
9 H 1.06769 1.12522 1.13310
10 C 0.98093 0.57883 0.08535
11 H 2.79259 -0.41931 0.50214
12 H -3.19424 -0.53465 -0.86101
13 C -1.61700 0.16131 0.32005
14 H -1.50612 0.67582 1.27182
15 O 1.51749 1.45174 -0.80252

--- B ---
The following is a DFT calculation (ωB97M-V/def2-TZVPD) of a 2-piece molecular cluster, C3H9N2O overall.

Output
LUMO level (spin up / spin down), eV: -4.42 / -4.92
Net charge: +1
Gap between HOMO and LUMO (spin up / spin down), eV: 9.64 / 8.07

Element x y z (Å)
1 H -0.54582 1.41790 -1.13477
2 H -1.14025 -0.32409 -1.62835
3 H 0.89149 -1.17722 -0.17705
4 H -1.79566 -0.25556 0.65900
5 H -0.68717 -1.52190 1.40216
6 H 1.54096 1.19538 0.35024
7 H -0.03667 1.38044 1.11542
8 H 0.36828 0.32260 -2.18594
9 O -2.78463 -2.95217 -0.83239
10 N -1.70044 -2.75823 -1.08019
11 H 1.36370 0.13893 1.73438
12 C -0.29120 0.34004 -1.33086
13 C 0.79287 0.61985 0.83295
14 C -1.09113 -1.00636 0.55595
15 N 0.12733 -0.36783 -0.01836

--- C ---
The following is a DFT calculation (ωB97M-V/def2-TZVPD) of an isolated ion of composition C3H9N2O and charge +1.

Output
LUMO level, eV: -3.56
Net charge: +1
SMILES string: NC1(O)C[NH2+]C1
Gap between HOMO and LUMO, eV: 11.37

Element x y z (Å)
1 H 0.80909 -1.09604 -1.64432
2 H 2.43367 -0.47253 -0.11029
3 H -1.53502 1.52690 -0.77751
4 H 0.27926 0.65109 -1.66899
5 H -2.08320 -1.22669 0.54188
6 N -1.02362 1.23919 0.07045
7 H 0.53231 0.31948 1.81087
8 O -1.60303 -1.10647 -0.29725
9 C -0.63319 -0.14793 -0.05912
10 H 0.40872 -1.41545 1.33501
11 N 1.47650 0.02429 -0.03962
12 C 0.45334 -0.41614 1.04244
13 H 1.63951 1.09264 0.15597
14 C 0.51475 -0.24230 -1.14939
15 H -1.66908 1.26996 0.78988

Q: Which of them is the least stable? A: B.

--- A ---
The following is a DFT calculation (ωB97M-V/def2-TZVPD) of a 2-piece molecular cluster, C5H14NO2 overall.

Output
LUMO level (spin up / spin down), eV: -7.18 / -13.39
2S+1: 2
Net charge: +2
⟨S²⟩: 0.7558
Gap between HOMO and LUMO (spin up / spin down), eV: 11.23 / 4.59

Element x y z (Å)
1 C 0.16107 -0.52065 -0.58496
2 O 1.78612 -0.79583 2.51779
3 C 1.41138 -0.81991 -1.05178
4 C -0.78464 0.27468 -1.46125
5 H -1.50285 2.32492 -1.36985
6 H 1.72936 0.10050 2.43022
7 C -2.40000 1.20867 0.11819
8 H 1.54868 -1.00727 -2.09197
9 H -3.15695 0.94800 -0.55201
10 H -0.38083 0.42082 -2.39451
11 H -2.68168 2.06546 0.83897
12 C -1.21358 1.51886 -0.68819
13 O -1.97178 0.13651 0.92866
14 H -0.24758 -0.64969 0.47561
15 H 3.24568 -1.72077 -0.55764
16 H 2.94455 -0.33585 0.05627
17 H 2.17390 -1.62530 0.79907
18 N 2.41381 -1.19950 -0.16328
19 H -1.70187 -0.37084 -1.71301
20 H -0.25723 1.84322 -0.05100
21 H 1.48552 -1.18889 3.40812
22 H -2.60106 -0.60713 1.10653

--- B ---
The following is a DFT calculation (ωB97M-V/def2-TZVPD) of a 3-piece molecular cluster, C5H14NO2 overall.

Output
LUMO level (spin up / spin down), eV: -12.77 / -13.57
2S+1: 2
Net charge: +2
⟨S²⟩: 1.7678
Gap between HOMO and LUMO (spin up / spin down), eV: 6.47 / 5.18

Element x y z (Å)
1 H 1.47571 1.82102 -0.21941
2 H 2.55485 0.41517 -2.16572
3 C 1.48541 0.29081 -2.40656
4 H 0.52664 -1.99193 0.35730
5 H 0.81359 0.28838 0.31008
6 O -0.36046 -0.84338 1.37465
7 H -1.03261 2.60887 -0.67138
8 C -1.80094 0.86483 0.50881
9 H -0.40107 2.43212 0.98753
10 H 1.11878 -3.31490 0.12469
11 O 0.76325 -2.56417 -0.38059
12 H 1.30961 -0.33589 -3.32582
13 H 2.85464 -3.14397 3.92465
14 C -1.38817 -0.05395 1.68343
15 H -2.72385 1.44745 0.58692
16 C 0.61072 1.14583 -0.38248
17 H -1.03411 0.68935 2.46119
18 N 0.48715 0.67697 -1.74542
19 H -1.89439 0.16502 -0.32892
20 C -0.66916 1.90084 0.08225
21 H 3.16506 -2.72487 3.38587
22 H -2.30696 -0.60471 2.04087

--- C ---
The following is a DFT calculation (ωB97M-V/def2-TZVPD) of a 2-piece molecular cluster, C5H14NO2 overall.

Output
LUMO level (spin up / spin down), eV: -7.27 / -14.65
2S+1: 2
Net charge: +2
⟨S²⟩: 0.7549
Gap between HOMO and LUMO (spin up / spin down), eV: 12.58 / 4.18

Element x y z (Å)
1 O 3.08453 1.10819 -1.59861
2 C -1.97286 1.11051 0.70819
3 H -2.78820 1.41760 0.05699
4 C 0.61690 -1.61480 0.70508
5 H -0.92702 -1.64353 -0.69103
6 C -0.62927 -0.88344 0.03245
7 H -2.75227 -0.87831 0.37580
8 H -1.83487 -0.82501 1.84461
9 H 0.85056 0.36203 -0.88076
10 O 1.50794 -1.56061 -0.40974
11 H 1.09393 -1.06228 1.53854
12 H -0.66946 0.44721 -1.55240
13 H 3.44570 0.64069 -2.36351
14 H -2.19160 1.49773 1.69809
15 H 2.09411 -2.35853 -0.47492
16 H 0.07530 1.48739 1.06165
17 H 0.36926 -2.64689 0.95787
18 H -0.53426 2.46336 -0.29928
19 H 3.76998 1.52363 -1.05408
20 C -0.60147 1.50296 0.20406
21 N -0.15468 0.36167 -0.68000
22 C -1.85225 -0.44957 0.82098

Q: Which of them is the least stable? A: B.